No. 1
A structure of composition C47H120BF10NO49PtS17 at a distorted geometry, computed with ωB97M-V/def2-TZVPD.

Structure (XYZ):
```
246
Properties=species:S:1:pos:R:3:forces:R:3
Pt -32.4416 9.7707 -15.1143 0.561 0.318 -4.401
S -34.5895 6.0481 -22.7272 1.389 -0.788 -0.594
S -35.4776 8.5319 -16.9323 1.492 0.395 0.238
S -33.5259 -0.7716 -13.2956 1.296 -0.771 -0.107
S -32.5881 1.5816 -18.8194 0.316 1.856 2.043
S -25.4105 6.4013 -10.2808 0.601 1.931 1.315
S -31.1973 6.7492 -15.8558 -1.697 -4.084 -0.755
S -34.6529 12.5452 -14.5494 -2.650 1.093 1.192
S -22.6757 6.5594 -14.6072 -0.255 -0.738 -1.493
S -29.1156 8.4170 -15.8083 -0.586 1.500 -1.311
S -24.4592 13.2073 -9.8254 0.056 -0.309 1.482
S -31.8724 11.0068 -18.3033 1.374 -0.268 -4.271
S -26.9021 4.2549 -19.8360 1.238 0.787 -0.991
S -36.2480 5.4034 -12.4474 -0.040 0.814 2.039
S -37.2260 1.6100 -16.6661 -0.472 1.124 -0.088
S -29.9244 7.9965 -22.0736 2.683 -0.071 -0.162
S -30.2282 12.7711 -14.6421 0.207 -1.059 0.713
S -26.6946 11.4170 -19.8888 -1.247 -1.434 1.461
F -31.6135 5.1500 -17.9819 -1.306 1.650 0.074
F -30.4133 6.8543 -18.3516 -0.495 0.770 -0.568
F -27.3646 7.4440 -14.0369 -1.478 0.675 0.067
F -32.0710 7.5748 -12.7181 0.365 -0.581 0.791
F -28.5455 9.1120 -13.2888 -0.367 -0.004 0.285
F -31.5298 9.6880 -13.1230 2.223 1.346 1.598
F -29.3916 7.0531 -13.2722 0.977 2.057 -1.296
F -33.5362 9.0088 -13.4329 -3.500 0.035 0.168
F -32.5794 7.2597 -18.0589 0.439 -1.216 -0.557
F -32.8308 9.2322 -11.2697 0.078 0.093 -0.356
O -30.1326 5.7585 -15.5802 -1.134 2.702 -0.356
O -37.2088 6.2541 -13.4808 1.867 -0.621 -0.159
O -34.0888 7.3183 -23.6277 -0.663 -1.131 -0.051
O -29.7029 12.8485 -13.0745 0.157 -0.632 -3.442
O -33.0360 -0.9395 -11.9203 -1.254 0.533 -2.207
O -24.9945 11.1256 -20.0414 -4.268 2.255 2.550
O -34.9345 -0.6173 -13.6300 1.728 0.202 0.689
O -28.3470 7.5311 -16.6701 -1.441 0.629 1.450
O -36.2506 3.9861 -12.7488 -0.503 0.806 -0.046
O -35.5839 12.6788 -15.6915 2.136 -0.263 2.407
O -28.8992 9.8251 -16.0828 0.077 -0.942 1.197
O -30.4611 11.3488 -18.2039 -2.367 -0.282 0.504
O -27.4620 11.3285 -21.1370 1.948 0.106 0.862
O -23.7360 5.5948 -15.4395 1.349 0.733 0.574
O -32.5199 12.2050 -19.2031 -0.414 -0.504 2.264
O -29.7256 7.7622 -20.6402 -0.336 0.362 -2.492
O -36.8152 1.7549 -18.0808 -0.154 -0.627 2.777
O -36.6490 5.8346 -11.0718 1.024 -1.005 -3.216
O -26.9414 6.0222 -9.7231 3.148 1.748 2.657
O -29.8841 6.4872 -22.7192 -0.303 0.743 0.392
O -30.9976 8.8394 -22.5332 -0.342 -0.969 0.221
O -25.0009 11.9587 -9.2239 0.772 2.786 -1.549
O -31.5143 0.4899 -18.2051 -0.024 0.811 -1.475
O -38.4708 2.2464 -16.2722 1.147 -1.099 -0.446
O -35.2346 8.8840 -18.3459 -0.795 -0.946 2.553
O -26.4604 4.9988 -21.0499 -1.382 -2.136 2.246
O -26.6188 2.6249 -20.1159 -0.314 2.405 -0.060
O -34.1999 4.8462 -23.5182 -0.916 3.021 2.055
O -32.4662 6.4314 -15.2626 -0.169 0.473 -0.057
O -24.2197 13.0227 -11.4080 -0.977 0.502 1.787
O -30.8812 11.4629 -14.8702 2.036 2.477 0.382
O -35.8436 6.9380 -16.7046 1.016 2.609 0.426
O -32.6900 10.5497 -17.2250 -0.534 0.981 1.601
O -24.5204 6.7318 -9.1219 -2.849 -1.221 -2.783
O -25.0840 14.5135 -9.6547 0.465 -2.016 -0.372
O -24.9776 5.4063 -11.2392 -0.719 0.803 0.802
O -31.0767 13.9112 -14.9582 1.119 -0.802 0.405
O -23.3920 7.2337 -13.5323 1.137 -0.871 -0.924
O -31.8736 2.4624 -19.7658 -1.301 -2.298 1.922
O -21.4797 5.7376 -14.4530 -1.609 1.510 0.486
O -35.9654 6.2495 -22.2950 1.642 -0.254 -0.384
O -26.9375 12.6179 -19.0836 1.187 -2.086 -1.013
O -35.5347 12.3108 -13.1690 0.050 2.613 -3.317
O -33.6230 11.5290 -14.5887 -0.838 1.443 0.276
O -26.2402 4.6833 -18.6004 -1.390 -1.161 -1.353
O -37.3274 0.0246 -16.2586 -1.089 1.488 -0.888
O -34.3550 8.7398 -15.9750 -2.879 -0.629 -1.742
O -33.1515 2.1457 -17.5839 0.141 -0.551 -2.223
O -32.5911 0.3680 -14.0317 -1.697 -2.159 -0.777
N -30.9661 8.3382 -15.8041 4.337 -1.682 0.134
C -33.3487 6.2848 -21.3082 -0.466 -1.284 -0.583
C -32.2079 1.5225 -13.3749 0.996 2.159 2.066
C -33.7696 0.5354 -19.7150 1.359 -0.728 -0.115
C -27.9176 5.6302 -10.5631 -2.502 -3.707 -1.993
C -22.3420 7.7755 -15.9559 -0.090 -0.143 0.602
C -31.5263 6.4960 -17.7247 1.710 -1.120 2.098
C -34.5840 8.6280 -23.3077 0.652 0.835 0.005
C -25.8733 8.0773 -11.0895 0.566 -1.893 1.247
C -27.0623 9.7298 -18.9696 -0.335 1.712 -0.930
C -22.7157 13.3643 -9.2662 -1.604 -0.766 -0.445
C -26.5829 0.3706 -19.5528 -0.091 -0.080 -0.459
C -32.8741 -2.1762 -14.2903 -0.181 0.418 0.941
C -25.2020 3.6723 -14.8442 0.841 0.847 -2.380
C -33.9496 13.1861 -20.6832 -0.131 1.062 -0.222
C -36.1387 5.2596 -18.4530 -0.866 0.325 -0.217
C -37.0206 9.3961 -16.2841 0.871 -1.319 -0.270
C -34.0788 14.2210 -13.9300 0.447 -1.392 -1.887
C -35.9750 2.0899 -15.4103 0.318 -0.380 -0.693
C -36.6624 -2.2706 -16.3274 -0.785 0.035 0.541
C -28.3954 8.7354 -22.9090 -0.477 -0.185 1.336
C -29.0810 4.7807 -9.8692 1.260 0.906 0.667
C -35.2862 11.3132 -12.2773 -2.253 -2.826 1.117
C -26.3652 1.7603 -19.0280 -0.292 -1.103 1.526
C -35.8232 9.0969 -24.0926 0.570 -0.593 1.511
C -28.7916 4.3999 -19.7407 2.387 0.032 -0.041
C -36.4594 11.2589 -11.2804 0.646 0.679 1.867
C -29.6323 5.0679 -24.7320 1.641 -1.491 1.016
C -28.6313 7.9800 -13.9405 0.870 -1.976 -0.327
C -28.5440 12.9751 -15.4243 -0.701 0.492 -0.162
C -23.7929 11.7150 -11.7603 0.007 -0.283 -1.282
C -30.3206 6.2150 -24.0963 -0.629 1.269 -0.079
C -32.4124 2.8480 -14.1308 -0.662 -1.016 -0.877
C -31.5346 -1.8315 -17.7234 1.762 -2.104 -0.096
C -33.9505 12.2165 -19.5118 -0.067 0.663 -1.560
C -31.8993 -0.4997 -17.2565 -2.523 0.199 0.924
C -36.3292 -0.8336 -16.7391 1.521 -1.581 -0.005
C -30.6810 13.0516 -12.0740 0.834 0.005 0.699
C -23.2659 11.9320 -13.1363 0.834 -0.472 -2.045
C -24.9209 5.1731 -14.7936 -1.547 -0.225 2.482
C -38.5538 5.7927 -13.5825 0.438 -0.739 0.378
C -29.8136 13.0360 -10.8046 -0.613 1.352 -0.452
C -32.1156 9.7208 -19.5234 0.940 0.835 0.170
C -34.6300 6.0844 -12.9390 -1.878 0.264 0.041
C -36.7774 6.3876 -17.5898 -1.658 -1.223 -1.875
C -39.4177 6.8461 -14.2261 -1.518 -0.160 0.480
C -24.2832 9.2250 -21.1783 -0.318 -0.867 -0.816
C -24.5856 10.6953 -21.2744 1.257 -0.695 -0.720
B -32.4977 8.8785 -12.5690 0.838 -1.946 2.376
H -29.5799 5.3289 -9.0700 -0.334 0.444 -0.402
H -31.1220 14.0121 -12.3408 -0.407 0.076 0.689
H -34.9630 14.8268 -13.7319 0.101 -0.295 -0.105
H -34.4382 5.8909 -13.9944 -0.036 -0.340 0.155
H -37.9038 9.0601 -16.8274 0.296 0.008 -0.435
H -31.4066 6.1303 -24.0568 0.042 -0.004 -0.180
H -33.7497 9.3080 -23.4799 0.226 -0.169 -0.601
H -27.0530 9.9211 -17.8966 0.566 -0.231 -0.169
H -22.8463 13.8841 -8.3171 0.584 0.116 -0.190
H -22.1695 13.8470 -10.0766 -0.021 0.360 0.474
H -22.3303 8.7880 -15.5524 0.008 -0.191 0.356
H -33.3250 14.0221 -20.3685 0.076 0.099 -0.072
H -30.4633 -1.8401 -17.9245 0.038 -0.122 -0.638
H -35.9134 3.1433 -15.1370 -0.410 0.136 -0.750
H -37.1299 8.9684 -15.2875 0.240 0.396 0.204
H -29.9756 4.8459 -25.7425 -0.101 0.257 0.155
H -23.7200 8.9983 -20.2730 0.324 0.121 -0.238
H -25.6857 8.7730 -10.2717 0.330 0.093 -0.282
H -25.1519 8.5675 -21.1466 -0.374 0.236 0.073
H -21.3597 7.5624 -16.3777 -0.241 -0.217 -0.019
H -34.9129 13.6472 -20.9015 -0.285 -0.340 0.205
H -34.8443 7.1499 -12.8566 0.708 0.021 0.349
H -36.9156 10.4797 -16.3375 0.334 -0.186 0.098
H -33.6927 -0.4349 -19.2245 -0.165 0.015 0.132
H -26.9481 8.0802 -11.2708 0.269 -0.201 -0.436
H -33.2496 -3.0628 -13.7793 -0.211 0.029 -0.135
H -23.1432 7.7407 -16.6940 0.130 -0.340 0.090
H -28.0651 9.3891 -19.2271 -0.181 0.538 -0.168
H -24.6322 11.0196 -11.7743 0.039 0.055 0.377
H -24.3997 3.1281 -14.3459 -0.470 -0.129 0.339
H -32.9764 -0.5556 -17.0991 -0.593 0.706 -0.476
H -33.1215 9.3022 -19.5567 0.175 0.059 0.571
H -29.0901 13.8511 -10.8182 -0.028 0.210 -0.378
H -32.1114 -2.2869 -18.5284 0.096 0.633 -0.426
H -34.6267 8.7289 -22.2232 -0.921 -0.285 0.186
H -31.3991 12.2317 -12.0729 -0.155 0.015 -0.033
H -28.0707 13.8766 -15.0351 -0.606 0.164 0.366
H -24.8897 5.2978 -13.7112 0.498 0.915 0.062
H -23.6361 11.2279 -21.3279 0.037 0.083 -1.150
H -28.5589 5.2570 -24.7225 0.162 0.487 -0.612
H -23.8258 12.5766 -13.8138 -0.476 0.539 0.746
H -27.8383 7.9416 -23.4067 -0.304 0.174 -0.206
H -29.1848 12.1468 -10.7618 -0.722 -0.291 0.466
H -39.2538 7.3482 -15.1796 1.390 -0.358 -0.024
H -32.6524 1.5830 -12.3815 -0.873 0.069 -0.114
H -36.5925 8.3353 -23.9655 -0.109 0.101 -0.427
H -33.4983 14.5353 -14.7974 0.005 0.620 0.198
H -36.7935 4.4071 -18.6337 -0.302 -0.085 0.794
H -35.8690 -3.0053 -16.4641 0.242 0.339 -0.267
H -28.6974 5.4839 -19.6764 -1.076 0.090 0.007
H -27.0584 1.8091 -18.1883 -0.355 1.016 -0.031
H -22.2485 12.3229 -13.1302 0.017 -0.012 0.064
H -32.4325 2.7893 -15.2190 0.890 -0.734 -0.253
H -39.6783 7.6374 -13.5232 -0.089 -0.072 0.059
H -25.1056 3.4744 -15.9117 -0.168 -0.750 -0.187
H -22.3742 12.3374 -9.1360 0.141 0.189 0.217
H -37.5120 -2.5748 -16.9388 0.041 -0.153 -0.146
H -30.0130 7.0338 -24.7468 -0.481 0.637 0.308
H -34.6174 12.6408 -18.7611 0.651 -0.172 0.650
H -33.5499 12.8594 -21.6432 0.111 -0.551 0.268
H -33.1867 -2.1523 -15.3343 -0.170 0.222 0.268
H -29.7837 4.4011 -10.6109 0.052 0.309 -0.027
H -26.5635 -0.3918 -18.7740 0.627 0.096 0.063
H -33.8784 5.6640 -12.2708 -0.146 0.324 -0.054
H -23.7828 8.9053 -22.0923 0.481 -0.066 0.181
H -28.6749 9.6193 -23.4823 -0.386 -0.578 -0.441
H -35.5485 10.3800 -12.7757 1.467 -0.434 -0.284
H -36.3530 10.3354 -10.7114 0.019 -0.177 -0.111
H -35.3743 -0.4487 -16.3813 0.234 -0.356 0.309
H -31.6237 3.5613 -13.8916 -0.565 0.245 0.346
H -33.2410 0.4211 -20.6613 -0.329 0.019 -0.216
H -35.0279 1.7543 -15.8326 0.160 0.100 0.155
H -31.7882 -2.2000 -14.1992 -0.086 0.274 -0.011
H -28.3853 6.3584 -11.2257 0.265 0.608 0.383
H -34.3075 11.3737 -11.8013 -0.086 -0.276 -0.067
H -26.3908 9.0060 -19.4315 0.331 0.273 0.615
H -27.6064 0.3039 -19.9218 0.092 0.079 -0.473
H -34.3635 11.2554 -19.8179 0.461 -0.321 0.291
H -33.4027 14.1030 -13.0832 -0.317 -0.279 -0.038
H -25.2041 8.1265 -11.9485 -0.279 0.339 -0.006
H -31.5960 -2.6076 -16.9604 -0.276 0.283 0.544
H -37.5019 11.3198 -11.5930 0.353 -0.134 -0.970
H -31.9198 10.2374 -20.4630 0.438 -0.502 -0.088
H -28.7561 13.1757 -16.4744 -0.110 -0.328 -0.055
H -36.0237 5.5552 -19.4959 0.785 0.560 0.129
H -31.3300 9.0338 -19.2086 -0.208 -0.407 -0.690
H -29.2242 4.0227 -20.6674 0.225 0.233 0.048
H -36.3918 12.0289 -10.5119 0.174 0.297 0.014
H -27.7811 12.2034 -15.3217 -0.875 -0.588 0.209
H -36.2103 -0.9568 -17.8156 -0.530 1.019 -0.358
H -40.3140 6.2968 -14.5142 -0.528 0.108 0.478
H -25.3782 1.8656 -18.5778 0.182 0.383 -0.421
H -35.2302 4.8832 -17.9829 0.078 0.165 -0.184
H -37.2926 7.1503 -18.1738 0.808 0.400 -0.738
H -38.7600 5.4857 -12.5571 -1.252 0.812 0.246
H -32.4374 6.7298 -21.7078 -0.430 0.319 -0.120
H -33.4584 3.1466 -14.0619 0.108 0.722 1.034
H -33.0517 5.2835 -20.9962 -0.215 -0.252 -0.158
H -25.3337 10.9719 -22.0173 0.451 -0.043 -0.433
H -29.5815 4.1465 -24.1517 -0.954 -0.188 0.122
H -29.2241 3.9196 -18.8630 0.334 0.157 0.015
H -27.4453 4.8791 -11.1963 -0.202 -0.015 -0.719
H -26.2385 3.4623 -14.5802 0.308 -0.066 0.459
H -36.1452 9.9681 -23.5222 -0.235 0.254 -0.326
H -31.6479 -0.3130 -16.2124 1.115 0.612 -0.330
H -25.8442 0.2303 -20.3419 -0.248 -0.666 -0.067
H -23.2750 11.0491 -13.7755 0.363 -0.611 0.518
H -28.6920 3.9350 -9.3022 0.450 -0.193 -0.408
H -22.9825 11.3697 -11.1184 -0.249 -0.149 0.180
H -30.4764 13.3168 -9.9861 0.231 -0.876 0.498
H -31.1890 1.4164 -13.0025 0.578 -0.134 -0.845
H -33.7219 6.7546 -20.3982 -0.383 0.416 -0.490
H -35.6121 9.3664 -25.1274 -0.042 -0.243 0.139
H -38.6586 4.8140 -14.0509 0.591 0.113 -0.889
H -25.7579 5.7920 -15.1168 0.020 -0.229 -0.471
H -37.6967 6.0645 -17.1013 0.534 -0.692 1.102
H -34.8239 0.7784 -19.8473 0.336 0.825 0.415
H -36.1697 1.5898 -14.4615 -0.322 -0.382 -0.348
H -37.0196 -2.3992 -15.3056 0.250 0.417 0.186
H -27.7508 9.1828 -22.1525 -0.147 -0.382 0.421
```
Positions in Å, forces in eV/Å.

* LUMO level (spin up / spin down): -0.12 / -1.37 eV
* highest occupied orbital energy (spin up / spin down): -9.4622 / -9.8911 eV
* 2S+1: 3
* max |F|: 5.5 eV/Å
* gap between HOMO and LUMO (spin up / spin down): 9.3 / 8.5 eV

Here are the Mulliken charges for atoms 1 to 8, given in e: 7.16, 1.36, 0.49, 1.07, 0.98, 1.15, -0.23, 0.81

***

No. 2
A structure of composition C21H30BrN2O3PdS2, computed with ωB97M-V/def2-TZVPD.

Structure (XYZ):
```
60
Properties=species:S:1:pos:R:3:forces:R:3
Pd 0.2528 0.8299 0.3894 0.514 0.010 -0.267
Br 1.5755 -3.5510 2.1989 0.001 0.012 -0.050
S -1.0959 1.6941 -1.3945 0.196 0.175 0.082
S -2.1281 -1.4656 0.6355 0.315 0.388 -0.018
O -1.6788 0.0348 0.7413 -0.375 -0.447 0.012
O 0.9706 -1.5424 1.0973 0.244 -0.338 -0.028
O 1.3776 -0.6447 -0.8404 -0.245 0.046 -0.030
N -1.1295 3.3416 -3.4234 0.063 0.006 0.046
N 1.0239 2.7255 -2.6723 0.031 -0.113 0.077
C 3.0320 -5.0409 0.2469 0.053 0.077 -0.218
C 2.3694 -3.8637 0.4937 -0.090 0.078 0.129
C 2.4922 0.7297 2.6112 0.037 0.002 -0.042
C 1.2831 0.9690 3.2341 -0.103 -0.046 -0.078
C -0.9026 2.2185 3.4511 0.024 0.032 -0.044
C -3.2621 -3.1987 2.4546 -0.044 0.033 -0.027
C 2.8053 -3.0161 -1.6997 -0.031 -0.031 0.131
C 1.9255 3.5789 -3.4707 -0.112 -0.039 0.068
C 0.7854 2.7018 1.6299 -0.093 0.308 -0.053
C 3.5920 -5.1882 -1.0236 -0.023 -0.064 0.140
C -4.7497 -0.4542 0.4674 0.028 -0.006 0.081
C 2.2346 -2.8404 -0.4391 0.151 -0.164 -0.200
C -0.2905 2.7065 -2.6346 -0.104 -0.036 -0.005
C -2.5421 -1.8617 2.3268 -0.011 -0.033 0.243
C 2.8638 1.4564 1.4665 -0.103 -0.109 0.016
C 1.5087 -1.6314 -0.0751 -0.193 0.108 0.296
C 0.3912 1.9475 2.7500 -0.119 0.017 0.099
C 3.4802 -4.1912 -1.9828 0.017 0.017 -0.057
C 2.0143 2.4421 0.9788 -0.065 0.214 -0.057
C -0.8690 4.0927 -4.6702 -0.025 -0.120 0.127
C -3.7278 -1.3831 -0.1610 -0.127 -0.043 -0.138
H -1.4509 1.2939 3.6293 0.014 -0.011 0.036
H -1.5362 2.8946 2.8804 0.008 0.011 0.019
H 2.1471 3.1144 -4.4287 0.046 0.030 -0.012
H -0.0018 3.6795 -5.1732 -0.043 0.033 -0.039
H 2.7111 -2.2328 -2.4382 -0.007 0.016 -0.017
H -1.5780 -1.8807 2.8416 0.000 0.024 -0.081
H -5.0563 -0.7945 1.4548 -0.016 -0.010 0.017
H -4.0612 -2.4241 -0.1949 -0.016 -0.003 0.017
H 1.0066 0.4047 4.1158 0.014 -0.008 0.019
H 2.8413 3.6923 -2.8982 0.040 0.008 -0.052
H -2.7577 -3.9900 1.9001 0.027 -0.022 -0.003
H -5.6402 -0.4399 -0.1589 0.003 0.007 -0.014
H -0.7328 5.1501 -4.4542 -0.005 0.017 -0.050
H 1.4777 4.5580 -3.6087 0.059 -0.008 -0.005
H 3.1665 -0.0157 3.0110 0.009 -0.009 0.001
H -3.1160 -1.0199 2.7169 -0.033 -0.034 -0.012
H -1.7430 3.9520 -5.2997 0.017 0.077 -0.041
H 2.3331 3.0803 0.1632 -0.013 -0.011 0.037
H 1.4690 2.0385 -2.0770 0.011 0.054 -0.038
H -3.4899 -1.1084 -1.1917 0.003 0.010 0.027
H -2.1031 3.2779 -3.1548 -0.002 -0.027 -0.050
H 3.9250 -4.3378 -2.9565 0.003 0.009 -0.019
H 4.1233 -6.1016 -1.2549 0.004 -0.007 -0.008
H -0.6997 2.6775 4.4209 -0.018 -0.007 0.018
H -4.3738 0.5642 0.5510 0.018 0.003 -0.014
H 0.1743 3.5459 1.3276 0.065 -0.025 -0.002
H 3.8127 1.2684 0.9832 0.024 -0.015 0.010
H 3.1239 -5.8182 0.9908 -0.001 -0.024 0.027
H -4.2940 -3.1366 2.1136 -0.001 -0.008 -0.010
H -3.2789 -3.4879 3.5035 -0.020 -0.008 0.005
```
Positions in Å, forces in eV/Å.

* LUMO level (spin up / spin down): -7.88 / -12.59 eV
* highest occupied orbital energy (spin up / spin down): -17.3857 / -17.3426 eV
* ΔE to the lowest compared entry with this formula, charge and spin: 14.93 kcal per mole
* 2S+1: 5
* max |F|: 0.6 eV/Å
* charge: +3
* gap between HOMO and LUMO (spin up / spin down): 9.5 / 4.7 eV

Here are the Mulliken charges for atoms 1 to 8, given in e: 1.15, 0.17, 0.12, 0.42, -0.84, -0.09, -0.88, -0.21